(1)
A single C5H8O2 molecule, computed with ωB97M-V/def2-TZVPD.

Properties
* maximum force: 0.39 eV/A
* relative energy (zero: lowest compared OMol25 entry of this formula, charge and spin): 153.1 kcal per mole
* orbital gap: 8.5 eV
* HOMO level: -7.96 eV

Geometry (Å):
C: 0.996 -0.846 1.252
C: 0.467 0.034 0.145
O: 1.477 0.818 -0.455
C: -0.453 -0.588 -0.943
O: -0.164 -0.236 -2.246
C: -0.883 0.548 0.167
C: -2.088 1.087 0.308
H: 1.882 -1.386 0.907
H: 0.236 -1.564 1.570
H: 1.277 -0.236 2.117
H: 1.326 1.741 -0.216
H: -1.744 0.066 -0.669
H: -0.702 -1.641 -0.804
H: 0.622 0.336 -2.194
H: -2.251 1.866 1.061

---

(2)
A single C3H5N5 molecule, computed with ωB97M-V/def2-TZVPD.

Properties
* structure (SMILES): N/N=C\n1cnnc1
* maximum force: 4.83 eV/A
* relative energy (zero: lowest compared OMol25 entry of this formula, charge and spin): 105.1 kcal per mole
* orbital gap: 9.4 eV
* HOMO level: -9.03 eV

Geometry (Å):
C: -1.035 -0.627 0.558
C: -1.030 0.892 -1.643
C: 0.981 0.253 -0.788
H: 1.163 -1.509 2.767
H: 1.004 0.205 2.180
H: -2.136 -0.883 0.304
H: -1.934 1.582 -1.829
H: 1.840 0.095 -0.010
N: 0.825 -0.931 1.903
N: -0.448 -1.161 1.515
N: -0.366 0.132 -0.494
N: -0.091 1.211 -2.459
N: 1.226 0.741 -2.003

---

(3)
2 unconnected molecules or ions with the total composition C2H5IS, computed with ωB97M-V/def2-TZVPD.

Properties
* maximum force: 5.79 eV/A
* relative energy (zero: lowest compared OMol25 entry of this formula, charge and spin): 72.5 kcal per mole
* orbital gap (spin up / spin down): 7.9 / 7.9 eV
* HOMO level (spin up / spin down): -7.83 / -7.83 eV

Geometry (Å):
C: -0.371 1.035 0.999
C: 0.303 -0.358 -0.811
S: -0.963 -1.390 -1.260
I: 2.198 -1.007 -0.318
H: -1.381 0.692 1.012
H: 0.278 0.862 1.855
H: -0.056 2.017 0.676
H: 0.451 0.640 -1.393
H: -0.457 -2.492 -0.759

---

(4)
2 unconnected molecules or ions with the total composition C4H9INO, computed with ωB97M-V/def2-TZVPD.

Properties
* maximum force: 6.54 eV/A
* relative energy (zero: lowest compared OMol25 entry of this formula, charge and spin): 132.7 kcal per mole
* charge: +1
* orbital gap (spin up / spin down): 7.9 / 7.9 eV
* HOMO level (spin up / spin down): -13.97 / -13.97 eV

Geometry (Å):
C: 2.100 -1.482 -0.179
C: 1.385 -0.158 -0.449
C: -0.062 -0.119 0.095
C: -2.831 1.309 0.582
N: -0.611 1.097 -0.074
O: -0.139 2.139 -0.359
I: -3.701 -0.490 -0.040
H: 1.728 -1.796 0.810
H: 1.737 -2.195 -1.072
H: 3.242 -1.427 -0.310
H: 1.143 0.140 -1.559
H: 2.038 0.575 0.075
H: -0.655 -0.915 -0.278
H: 0.204 -0.296 1.124
H: -2.888 2.154 -0.102
H: -2.689 1.466 1.736

---

Look up the relative energy (zero: lowest compared OMol25 entry of this formula, charge and spin) of the third one. 72.5 kcal per mole

---

Which of these has the lowest maximum force? C5H8O2

---

The highest relative energy (zero: lowest compared OMol25 entry of this formula, charge and spin) belongs to which entry? C5H8O2